(1)
Here is 2 unconnected molecules or ions with the total composition CH5N3O3 at a distorted geometry from the OMol25 dataset. Energies are from ωB97M-V/def2-TZVPD.

Values from the calculation:
Molar mass (g mol⁻¹): 107.07
Orbital gap (alpha / beta) (eV): 9.46 / 6.81
Relative energy (zero: lowest compared OMol25 entry of this formula, charge and spin) (eV): 5.175
Total energy (Ha): -430.8328

Cartesian coordinates (Å):
C 0.2328 1.3466 -0.3551
N -0.0154 0.1240 1.6196
N 0.4665 0.1560 0.2665
N -0.3142 -1.7776 -1.3167
O -1.1618 -1.0530 -0.9073
O -0.3783 -2.8810 -1.7976
O 1.3036 -0.6968 -0.0114
H 0.7066 1.3895 -1.2875
H -0.8285 1.3832 -0.3308
H 0.6719 2.2463 0.1039
H -0.9043 0.4655 1.9226
H 0.2211 -0.7027 2.0938



(2)
Here is a molecular structure, C36H33Cl2N4O5Os at a distorted geometry from the OMol25 dataset. Energies are from ωB97M-V/def2-TZVPD.

Values from the calculation:
Molar mass (g mol⁻¹): 862.82
Total charge: -1
Orbital gap (alpha / beta) (eV): 6.30 / 6.27
Relative energy (zero: lowest compared OMol25 entry of this formula, charge and spin) (eV): 17.021
Total energy (Ha): -2997.4554

Cartesian coordinates (Å):
Os 1.1842 0.4814 1.5116
O 3.3790 0.5836 4.9383
C 2.5224 0.8398 4.1123
O 2.7112 0.8152 2.8280
C 1.1535 1.3425 4.5917
C 0.6372 2.4951 3.7260
C -0.4372 3.2905 4.4639
C -1.6343 2.3041 4.4240
C -1.0399 1.1231 3.6563
O -0.1600 1.8069 2.7223
C -0.0525 0.3488 4.5429
C 0.1679 -1.0392 3.9462
O -0.1479 -2.0256 4.5905
O 0.5657 -1.0746 2.7160
H 1.3032 1.6683 5.6197
H 1.4092 3.0717 3.2244
H -0.6676 4.2105 3.9272
H -0.1237 3.5502 5.4737
H -2.4801 2.7287 3.8846
H -1.9737 1.9992 5.4127
H -1.7422 0.5135 3.0936
H -0.4529 0.1879 5.5414
C -1.1630 -4.0970 -3.1058
C -2.1752 -3.1039 -2.6088
C -3.4760 -3.4908 -2.3124
C -4.4325 -2.5832 -1.8769
C -4.0776 -1.2486 -1.7292
C -2.7845 -0.8360 -2.0005
C -1.8266 -1.7556 -2.4359
N -0.5311 -1.3333 -2.6984
C -0.3251 0.4172 -0.3091
N -0.2104 -0.0813 -3.1316
C -0.1267 2.5190 -3.1302
C 1.0722 2.3549 -0.3625
C 0.4097 3.3792 0.2174
C -0.8774 3.8961 -0.1533
C -1.4313 3.9323 -1.3778
C -0.8424 3.5350 -2.6483
C -1.1932 4.4955 -3.7882
N -0.3503 -0.6718 0.3768
C 0.3297 -1.9142 0.1483
C 1.6316 -1.9547 -0.3393
C 2.3065 -3.1608 -0.4562
C 1.6693 -4.3358 -0.0879
C 0.3689 -4.2873 0.3957
C -0.3216 -3.0877 0.5307
C -1.7117 -3.0568 1.0948
H -1.6308 -5.0673 -3.2741
H -0.3507 -4.2395 -2.3899
H -0.7173 -3.7621 -4.0467
H -3.7445 -4.5340 -2.4419
H -5.4400 -2.9142 -1.6601
H -4.8045 -0.5249 -1.3812
H -2.4875 0.1952 -1.8568
H 0.2042 -2.0191 -2.7235
H -0.8436 0.2888 -3.8285
H 0.9046 3.8031 1.0853
H -1.4401 4.3704 0.6453
H -2.3920 4.4265 -1.4921
H -0.9109 5.5106 -3.5014
H -2.2690 4.4870 -3.9812
H -0.6723 4.2263 -4.7055
H 2.1376 -1.0355 -0.6189
H 3.3269 -3.1685 -0.8180
H 2.1855 -5.2846 -0.1633
H -0.1238 -5.2029 0.7031
H -1.8870 -3.9352 1.7153
H -2.4543 -3.0393 0.2917
H -1.8515 -2.1659 1.7032
Cl 5.0837 0.7596 0.5379
C 4.2015 0.6744 -0.9467
C 4.7847 0.1099 -2.0720
C 4.0853 0.0049 -3.2716
C 2.7661 0.4402 -3.3520
C 2.2360 0.9979 -2.2191
Cl 0.3822 1.2171 -1.7489
C 2.8970 1.1715 -1.0117
N 2.2358 1.8006 0.0375
H 5.8008 -0.2533 -1.9955
H 4.5742 -0.4269 -4.1354
H 2.1608 0.3371 -4.2421



(3)
Here is 13 unconnected molecules or ions with the total composition H25O13 at a distorted geometry from the OMol25 dataset. Energies are from ωB97M-V/def2-TZVPD.

Values from the calculation:
Molar mass (g mol⁻¹): 233.19
Total charge: -1
Orbital gap (eV): 10.26
Relative energy (zero: lowest compared OMol25 entry of this formula, charge and spin) (eV): 4.124
Total energy (Ha): -993.0862

Cartesian coordinates (Å):
O -2.0656 1.0610 -2.5764
H -3.0976 -1.1420 1.6723
H -2.9595 3.0163 -0.9239
O -0.8281 0.4780 0.0314
H 0.1112 -0.0637 -0.1768
H -4.2326 -1.7458 0.5751
O 1.3877 -0.4854 -0.5212
H 1.4338 0.1918 -2.1922
O -0.8787 -0.9961 -3.1705
H -0.0959 -0.4991 -3.4373
H -0.6032 -1.3066 -2.2976
O -1.6681 0.8850 3.3530
H -2.5566 0.2942 -2.8116
H -0.9801 0.8702 3.9602
O 1.5855 -2.1758 1.2721
H 1.2084 -1.4768 0.5040
H 1.1081 -1.8466 2.0444
O -3.7629 -1.7646 1.5096
H 2.1476 0.7467 2.5570
H 0.1775 1.1992 -2.0557
O -3.3868 3.0995 -0.0751
H -1.4482 0.9998 2.4516
H 0.3449 -3.1188 0.8421
O 0.8191 0.9697 -2.6265
H -1.5738 -0.0235 -0.1758
H 2.6983 1.8952 -1.6442
O 3.9795 0.7808 1.4354
H 1.8683 -0.0421 0.1216
H 4.3883 0.5914 0.6066
O -0.4061 -3.8400 0.7054
H -0.7899 -3.3082 -0.0783
H 2.6053 0.6591 -1.0362
O 3.2837 1.1023 -1.6078
H 0.8956 1.0267 1.5559
H -2.7999 2.5090 0.3836
O 1.2410 0.8785 2.5505
H 4.0387 0.0102 1.9127
H -1.1887 0.5704 -2.6372



(4)
Here is 2 unconnected molecules or ions with the total composition C10H15NO2 at a distorted geometry from the OMol25 dataset. Energies are from ωB97M-V/def2-TZVPD.

Values from the calculation:
Molar mass (g mol⁻¹): 181.24
Total charge: +1
Multiplicity: 2
<S²>: 0.7670
Orbital gap (alpha / beta) (eV): 8.55 / 4.99
Relative energy (zero: lowest compared OMol25 entry of this formula, charge and spin) (eV): 0.675
Total energy (Ha): -594.9831

Cartesian coordinates (Å):
C -0.5561 4.7787 0.3248
C -0.8437 0.6093 0.8468
C -1.2414 1.1904 -0.3479
C -0.3854 1.3943 1.9670
C -0.8279 2.4806 -0.6501
C -0.2881 2.7290 1.7444
C -0.5140 3.2974 0.4646
O -0.9745 -0.6787 1.1129
H -1.4946 -1.1621 0.4545
H -1.6445 0.4937 -1.0800
H -0.1384 0.9190 2.9000
H -0.9391 2.8543 -1.6550
H -0.0692 3.3843 2.5828
H 0.1070 5.1614 -0.4622
H -0.1236 5.2649 1.2129
H -1.5583 5.1742 0.1542
C 1.1857 -2.6940 0.1255
C 2.1722 -3.8954 0.0735
C 0.7096 -2.4704 -1.3346
O 1.4729 -1.8447 -2.0429
N -0.3858 -3.0959 -1.8177
H 0.4087 -3.1136 0.7718
H 1.7369 -1.7985 0.4296
H 1.5222 -4.7691 0.0144
H -0.6148 -2.9808 -2.7928
H -1.0623 -3.7158 -1.4105
H 2.7555 -4.0672 0.9844
H 2.9199 -3.8758 -0.7105



(5)
Here is a molecular structure, C28H70F6N5O10Ti at a distorted geometry from the OMol25 dataset. Energies are from ωB97M-V/def2-TZVPD.

Values from the calculation:
Molar mass (g mol⁻¹): 798.75
Multiplicity: 4
<S²>: 3.7518
Orbital gap (alpha / beta) (eV): 3.92 / 8.64
Relative energy (zero: lowest compared OMol25 entry of this formula, charge and spin) (eV): 2.102
Total energy (Ha): -3583.3836

Cartesian coordinates (Å):
Ti 16.3842 -25.2065 -16.4899
O 19.3963 -27.5442 -16.3691
H 18.7880 -27.3510 -17.0862
H 20.3182 -27.3672 -16.5700
H 19.1077 -26.9549 -15.6684
C 17.5308 -25.6896 -19.3958
O 16.4879 -24.8244 -18.9593
O 17.7234 -26.5179 -18.2859
C 17.3891 -26.4106 -20.8220
F 18.2229 -27.4706 -20.9461
F 16.2294 -26.8324 -21.2620
F 17.6469 -25.5589 -21.7402
C 15.7265 -24.0431 -19.8394
C 14.9066 -23.0956 -18.9755
H 14.3742 -22.3620 -19.5809
H 14.2010 -23.6137 -18.3260
H 15.6108 -22.5210 -18.3737
H 15.0750 -24.6104 -20.5041
H 16.3034 -23.3487 -20.4502
H 18.2994 -24.9263 -19.5170
C 18.0279 -26.2412 -13.4172
O 18.8806 -27.3911 -13.6802
O 18.0126 -25.5749 -14.6778
C 16.6836 -26.6658 -12.6897
F 16.8042 -26.8561 -11.3556
F 15.7035 -25.7523 -12.8959
F 16.2335 -27.8463 -13.1798
C 19.3298 -28.2202 -12.5867
C 20.4643 -29.2070 -12.9916
H 20.5453 -30.1087 -12.3846
H 20.5460 -29.4384 -14.0536
H 21.3673 -28.6077 -12.8757
H 18.4453 -28.7697 -12.2645
H 19.6481 -27.6434 -11.7183
H 18.6308 -25.5727 -12.8026
C 13.4360 -22.2907 -15.4776
C 13.9260 -23.4648 -14.6068
C 13.0683 -24.7867 -14.7668
O 11.7152 -24.5457 -14.4259
C 10.8115 -25.6309 -14.6989
N 15.3322 -23.6820 -14.8536
H 13.6064 -21.3990 -14.8744
H 12.3742 -22.2532 -15.7210
H 14.0689 -22.0024 -16.3169
H 13.9227 -23.1710 -13.5571
H 13.4758 -25.5797 -14.1396
H 13.0886 -25.0826 -15.8156
H 10.6029 -25.7911 -15.7567
H 9.8601 -25.3795 -14.2301
H 11.1727 -26.5484 -14.2344
H 15.7068 -24.3052 -14.1526
H 15.8033 -22.8522 -14.5228
C 18.4568 -21.8405 -17.2373
C 19.5489 -22.8458 -16.9279
C 20.9055 -22.4705 -17.5264
O 21.8801 -23.4928 -17.2474
C 23.1290 -23.2692 -17.9193
N 19.6839 -23.0247 -15.5051
H 17.5326 -21.9516 -16.6701
H 18.1087 -22.1058 -18.2356
H 18.7930 -20.8063 -17.3110
H 19.3664 -23.8321 -17.3543
H 21.2516 -21.5408 -17.0748
H 20.8215 -22.3406 -18.6054
H 23.7583 -22.5242 -17.4323
H 22.9369 -22.9322 -18.9380
H 23.5717 -24.2643 -17.9622
H 19.1006 -23.7452 -15.1042
H 20.6428 -23.3347 -15.4370
C 14.1180 -21.3108 -11.5892
C 15.2451 -20.2396 -11.7565
C 16.0947 -20.4871 -13.0326
O 16.5472 -21.8046 -13.2612
C 17.6271 -22.1411 -12.4413
N 14.6363 -18.9352 -11.7990
H 13.5333 -21.2249 -12.5051
H 13.4606 -21.1804 -10.7296
H 14.5886 -22.2938 -11.6068
H 15.9363 -20.4349 -10.9366
H 16.8911 -19.7516 -13.1452
H 15.4697 -20.1570 -13.8623
H 18.6065 -21.6866 -12.5905
H 17.7877 -23.2187 -12.4749
H 17.3093 -22.0112 -11.4068
H 13.8120 -19.1673 -11.2636
H 14.3085 -18.7833 -12.7421
C 12.2148 -26.4106 -19.5969
C 11.1433 -26.4714 -18.5413
C 9.7139 -26.5804 -19.1579
O 9.5590 -25.6843 -20.2339
C 8.1993 -25.4832 -20.6011
N 11.3480 -27.6273 -17.6891
H 13.2112 -26.4971 -19.1635
H 12.2649 -25.6053 -20.3297
H 12.2069 -27.3512 -20.1477
H 11.1822 -25.5510 -17.9588
H 9.0421 -26.2966 -18.3478
H 9.4719 -27.5786 -19.5227
H 7.6070 -25.1699 -19.7413
H 7.7288 -26.4442 -20.8090
H 8.0068 -24.7484 -21.3827
H 11.2084 -28.4408 -18.2712
H 10.5496 -27.7258 -17.0784
C 13.8551 -28.2271 -15.2197
C 14.8008 -28.1714 -16.4614
C 14.8055 -29.4136 -17.4502
O 15.0629 -30.5433 -16.6187
C 15.3678 -31.7433 -17.3534
N 14.6828 -26.8757 -17.0891
H 13.7456 -29.1466 -14.6448
H 12.8554 -28.0038 -15.5924
H 14.0640 -27.4168 -14.5212
H 15.8192 -28.1309 -16.0750
H 15.4529 -29.2591 -18.3134
H 13.8274 -29.5544 -17.9102
H 16.4434 -31.9110 -17.4087
H 15.0609 -31.6720 -18.3969
H 14.8798 -32.5308 -16.7792
H 15.2978 -26.9585 -17.8860
H 13.7076 -26.9232 -17.3478



(6)
Here is C5H9NO in the gas phase from the OMol25 dataset. Energies are from ωB97M-V/def2-TZVPD.

Values from the calculation:
Molar mass (g mol⁻¹): 99.13
Orbital gap (eV): 8.64
Relative energy (zero: lowest compared OMol25 entry of this formula, charge and spin) (eV): 3.485
Total energy (Ha): -325.8095

Cartesian coordinates (Å):
C 0.3020 1.0890 1.5947
C 0.7578 0.1575 -1.4076
C 1.3202 -1.1972 -1.7439
C -0.7085 -0.0293 1.4202
O -1.8482 0.3077 0.6175
C -1.6236 0.4032 -0.7106
N -0.5016 0.2010 -1.2485
H 0.9313 1.2829 0.7120
H 0.9598 0.8298 2.4349
H -0.2262 2.0132 1.8494
H 2.2097 -1.3817 -1.1309
H 0.6206 -2.0432 -1.6597
H 1.6714 -1.1199 -2.7788
H -0.2670 -0.9561 1.0224
H -1.1464 -0.2596 2.3944
H -2.5108 0.6524 -1.2859